119
Properties=species:S:1:pos:R:3:forces:R:3 method="wB97M-V/def2-TZVPD" smiles="O=[N+]([O-])c1ccccc1.CCOC(=O)OC.CCOC(=O)OC.CCOC(=O)OC.CCOC(=O)OC.CCOC(=O)OC.CCOC(=O)OC.CCOC(=O)OC" total_charge=0 total_energy_ev=-84822.439 e_above_lowest_ev=4.922 e_lumo_ev=-0.29 homo_energy_ev=-10.4 homo_lumo_gap_ev=10.150
O -0.102924 12.195412 -25.929616 3.309 -1.634 -1.987
N -1.156343 12.546763 -25.553300 -1.086 -2.525 0.640
O -1.318258 13.629789 -25.107774 -2.170 2.270 0.967
C -2.191739 11.389374 -25.468243 1.479 0.934 -1.581
C -3.316241 11.683093 -24.812664 -1.039 0.020 1.968
C -4.218687 10.644771 -24.539319 1.039 2.652 0.790
C -3.970449 9.433714 -25.036973 -1.044 -1.772 -1.280
C -2.875204 9.130644 -25.887888 -0.989 1.332 0.479
C -1.959104 10.147664 -26.108862 -0.366 -0.328 0.158
H -3.447303 12.632173 -24.314204 0.080 0.274 -0.302
H -5.016781 10.854396 -23.842552 -0.363 -0.168 -0.304
H -4.888193 8.880202 -24.903657 0.565 -1.539 -0.120
H -2.851608 8.219539 -26.467307 0.198 -0.121 0.241
H -1.192145 9.910280 -26.831234 0.446 0.647 0.280
C -1.955629 13.027111 -19.377796 0.500 -2.350 -1.481
C -2.837478 13.951616 -18.694608 0.142 1.329 -0.298
O -2.180283 14.324528 -17.474056 -0.898 -0.871 0.595
C -2.062355 13.426601 -16.460574 -3.072 -1.678 -0.258
O -2.631294 12.303799 -16.372715 2.639 3.599 -0.243
O -1.422274 14.126248 -15.554608 1.048 1.239 -1.998
C -1.246981 13.805820 -14.254576 0.168 -1.630 2.501
H -2.260835 12.907356 -20.417322 0.319 0.444 -0.343
H -2.102566 12.003599 -19.032928 0.247 -0.012 0.525
H -0.901097 13.282872 -19.274638 -0.105 0.120 -0.259
H -3.867407 13.595492 -18.717661 -0.062 -0.128 1.137
H -2.877432 14.888471 -19.250305 0.064 0.211 0.178
H -2.138713 14.118141 -13.711086 -0.042 -0.535 0.313
H -0.398788 14.283429 -13.764110 0.065 0.695 -0.743
H -0.972541 12.754845 -14.163815 -0.707 -0.302 0.296
C -1.849233 23.623806 -20.748427 -0.658 -2.014 -0.159
C -3.261594 23.794113 -20.132729 2.244 1.703 1.102
O -4.388824 23.271164 -20.726605 -1.409 -1.006 -1.121
C -4.676141 21.959185 -20.709667 3.260 -2.812 0.465
O -3.997060 21.053915 -20.118101 -2.640 3.298 -1.736
O -5.633263 21.761080 -21.600407 -0.065 2.832 0.901
C -6.031119 20.505058 -22.008633 -0.263 -1.141 -0.028
H -1.681869 23.998233 -21.758320 -0.352 0.585 0.195
H -1.667227 22.554377 -20.854700 0.249 -0.220 0.169
H -1.108253 23.994428 -20.040134 -0.129 0.233 -0.129
H -3.348720 24.879565 -20.180824 -0.860 0.024 0.250
H -3.238975 23.518677 -19.078347 0.152 -0.164 -0.003
H -5.092485 19.989203 -22.211040 -0.686 -0.929 -0.021
H -6.674920 20.609543 -22.881953 0.576 0.277 -0.296
H -6.716612 20.097302 -21.265715 0.642 -0.580 0.050
C -5.113280 17.262467 -27.888008 1.807 0.305 -0.500
C -5.199678 18.474358 -26.950360 -1.850 -0.221 -0.780
O -3.932861 18.954442 -26.536093 1.639 -0.365 1.370
C -3.712857 19.649584 -25.381191 -0.056 1.706 0.409
O -4.531382 20.325609 -24.773279 1.018 -1.475 -0.787
O -2.371391 19.616606 -25.091825 0.005 -1.167 -0.454
C -1.703748 20.464686 -24.084691 -2.445 1.252 -0.814
H -4.323778 16.634609 -27.474986 -0.296 -0.519 0.099
H -4.745228 17.497145 -28.886790 0.095 0.432 -0.036
H -6.027819 16.703436 -28.086007 -0.149 0.227 0.735
H -5.847302 18.078802 -26.167924 0.307 0.756 0.722
H -5.686363 19.293016 -27.480501 -0.270 0.069 0.281
H -1.770185 21.456897 -24.531015 0.367 0.196 0.138
H -0.658315 20.249591 -23.863562 -0.393 -0.871 -0.495
H -2.333652 20.536060 -23.198000 0.221 -0.399 0.197
C -7.124043 14.605919 -19.485197 -0.368 0.453 0.445
C -7.954948 14.184162 -18.273475 -0.198 -1.007 -0.051
O -7.077834 13.386262 -17.452934 1.243 -0.308 0.459
C -7.532394 12.387466 -16.667119 -3.014 0.523 -0.338
O -8.734955 12.231234 -16.475420 2.058 -0.057 0.032
O -6.589986 11.615751 -16.122795 -2.239 0.847 -0.044
C -5.350965 11.593706 -16.717787 2.892 -0.552 0.503
H -7.711628 15.263889 -20.125433 -0.199 -0.205 -0.133
H -6.772642 13.741361 -20.048371 -0.108 0.021 0.027
H -6.268674 15.217502 -19.198121 0.114 -0.162 0.218
H -8.795567 13.535949 -18.521038 -0.018 0.043 -0.350
H -8.401717 14.990972 -17.692483 0.449 0.222 0.036
H -4.961111 12.553326 -17.057269 -0.518 -0.243 -0.289
H -5.253517 10.769072 -17.423901 -0.291 0.323 -0.549
H -4.652500 11.311433 -15.930035 -0.096 0.027 0.073
C -5.811713 18.437147 -19.299143 0.096 0.005 0.562
C -6.609479 19.625152 -18.770998 -0.393 -0.434 0.484
O -7.482028 19.088847 -17.739021 -0.952 -0.892 0.846
C -8.358081 19.838369 -17.082247 -0.739 2.537 0.509
O -8.447927 21.098313 -17.195585 -0.200 -5.295 0.778
O -9.218933 19.028391 -16.222637 2.138 1.614 -0.689
C -8.893635 17.645284 -15.861449 0.362 -0.201 -1.410
H -4.874001 18.765584 -19.747394 -0.265 0.002 -0.198
H -6.371997 17.792881 -19.976724 -0.038 0.358 -0.225
H -5.556506 17.784658 -18.464134 0.126 0.125 0.239
H -7.287677 20.026060 -19.524271 0.314 0.428 0.171
H -6.001165 20.376361 -18.267265 0.057 0.119 -0.513
H -7.848334 17.337383 -15.836361 0.369 0.866 -0.333
H -9.336842 17.040844 -16.652851 -0.210 -0.240 0.258
H -9.233389 17.312824 -14.880556 -0.734 0.910 -0.067
C 4.803421 12.582180 -26.334710 -0.186 -0.113 0.655
C 3.572898 13.458780 -26.187413 1.377 1.362 -2.360
O 3.007476 13.366369 -24.931584 -0.780 -0.369 1.361
C 2.560368 14.477860 -24.390869 -0.050 3.823 1.295
O 2.693663 15.674823 -24.776782 -0.519 -4.156 0.839
O 2.004059 14.149913 -23.181559 0.016 -0.644 -1.385
C 1.562848 15.220639 -22.360096 1.230 1.179 -0.673
H 4.538521 11.536110 -26.488498 0.323 -0.024 0.186
H 5.364954 12.756658 -25.416914 0.016 -0.596 0.253
H 5.517233 12.919791 -27.086095 -0.544 0.042 -0.448
H 2.800755 13.321613 -26.944438 0.014 -0.301 -0.012
H 3.954517 14.471887 -26.314234 -0.311 0.228 -0.052
H 2.441737 15.854060 -22.239970 0.054 0.115 0.629
H 1.213482 14.840611 -21.400091 -0.113 -0.118 -0.413
H 0.891180 15.894523 -22.891936 -0.515 -0.465 0.122
C -2.149804 15.519397 -22.640807 -0.888 1.411 -0.051
C -2.769321 16.468458 -23.741973 3.407 0.775 1.991
O -4.090813 16.283934 -24.003726 -1.778 -1.579 -1.833
C -5.009941 16.745848 -23.207368 -1.313 1.521 1.818
O -4.871442 17.330023 -22.139068 0.191 -0.999 -1.365
O -6.209449 16.535481 -23.790437 0.990 -0.658 -0.473
C -7.392376 16.748087 -23.054600 -0.275 0.149 0.501
H -2.764113 15.576466 -21.742221 -0.498 -0.338 -0.112
H -1.247783 15.989102 -22.248582 0.356 -0.202 -0.552
H -1.984763 14.488529 -22.954134 0.013 0.256 -0.088
H -2.129025 16.451083 -24.623914 -0.708 -0.628 -0.481
H -2.684669 17.518593 -23.462413 0.364 0.019 0.697
H -7.218127 16.678923 -21.980848 0.126 0.209 -0.045
H -8.095129 15.958912 -23.321887 0.053 0.119 -0.203
H -7.793096 17.726781 -23.318565 -0.114 -0.031 0.151